Entry 1:
C20H55AsCrF6N5O5 | the ωB97M-V functional and the def2-TZVPD basis

Cartesian coordinates (Å):
Cr -0.416 -0.022 -0.028
As -0.296 -1.439 3.424
F -0.197 0.167 4.199
F -0.246 -2.253 4.958
F -0.392 -2.942 2.534
F -0.370 -0.609 1.815
F 1.458 -1.527 3.437
F -2.032 -1.321 3.454
C -4.190 -1.625 1.448
C -2.987 -1.819 0.492
C -3.297 -2.964 -0.496
O -2.183 -3.367 -1.258
C -2.593 -4.303 -2.280
N -2.514 -0.515 -0.097
H -4.134 -0.759 2.109
H -4.309 -2.479 2.113
H -5.179 -1.488 0.995
H -2.275 -2.305 1.165
H -4.072 -2.507 -1.133
H -3.703 -3.828 0.030
H -3.328 -5.057 -1.987
H -1.696 -4.800 -2.631
H -3.163 -3.678 -2.973
H -3.219 0.176 0.196
H -3.005 -0.757 -0.972
C 0.825 -4.146 -0.146
C 1.307 -2.703 -0.181
C 2.495 -2.636 -1.141
O 2.969 -1.308 -1.309
C 4.220 -1.198 -1.965
N 0.167 -1.823 -0.765
H 0.581 -4.679 -1.064
H -0.042 -4.144 0.513
H 1.678 -4.707 0.243
H 1.534 -2.287 0.798
H 2.325 -2.990 -2.166
H 3.280 -3.229 -0.661
H 4.158 -0.722 -2.949
H 4.723 -2.133 -2.222
H 4.893 -0.623 -1.330
H -0.566 -2.552 -0.764
H 0.304 -2.034 -1.762
C 0.170 0.487 -4.411
C 0.874 0.660 -3.063
C 2.035 1.676 -3.222
O 2.748 1.797 -2.008
C 4.010 2.436 -2.155
N -0.210 0.868 -2.031
H 0.864 0.398 -5.248
H -0.322 1.431 -4.681
H -0.549 -0.329 -4.374
H 1.397 -0.293 -2.952
H 1.545 2.652 -3.344
H 2.671 1.282 -4.012
H 4.662 1.803 -1.552
H 3.961 3.428 -1.689
H 4.377 2.686 -3.151
H -1.058 0.584 -2.535
H -0.408 1.863 -2.203
C -1.090 2.802 3.037
C -1.853 1.928 2.064
C -3.236 2.582 1.862
O -3.917 1.810 0.844
C -5.345 1.814 0.976
N -1.062 1.818 0.804
H -0.033 2.544 3.082
H -1.459 2.740 4.063
H -1.232 3.869 2.833
H -2.018 0.947 2.508
H -3.055 3.593 1.481
H -3.848 2.545 2.760
H -5.698 0.960 0.405
H -5.671 2.759 0.529
H -5.701 1.868 2.006
H -1.718 2.402 0.265
H -0.348 2.551 0.893
C 3.382 -0.171 1.682
C 2.325 0.905 1.538
C 2.827 2.358 1.722
O 1.832 3.205 1.171
C 2.183 4.558 0.867
N 1.516 0.741 0.254
H 4.116 -0.210 0.877
H 2.930 -1.152 1.795
H 3.865 0.127 2.616
H 1.604 0.735 2.340
H 3.704 2.570 1.095
H 3.140 2.554 2.749
H 1.272 5.106 0.643
H 2.806 4.605 -0.030
H 2.723 4.940 1.732
H 1.558 1.715 -0.069
H 2.217 0.388 -0.402

Lowest unoccupied orbital energy (alpha / beta): -6.5842 / -5.8590 eV
Spin multiplicity: 4
Kohn-Sham gap (alpha / beta): 8.87 / 9.60 eV
Charge: +2
Expectation value of S²: 3.777
HOMO energy (alpha / beta): -15.5 / -15.5 eV

Here are the Mulliken charges for atoms 1 to 4, given in e: -0.821 1.940 -0.475 -0.462

=====

Entry 2:
C34H33FGaO4Si | the ωB97M-V functional and the def2-TZVPD basis

Cartesian coordinates (Å):
C 7.588 2.745 5.253
C 8.076 1.272 5.110
C 6.900 0.428 4.585
F 7.359 -0.823 4.117
Ga 5.297 0.205 5.880
Si 3.213 0.020 4.680
C 3.406 0.372 2.802
C 2.538 -1.769 4.829
C 2.041 1.341 5.415
H 6.977 2.976 4.368
H 8.407 3.461 5.351
H 6.910 2.758 6.111
H 8.429 0.961 6.101
H 8.903 1.202 4.381
H 6.516 0.965 3.697
H 5.410 -1.152 6.750
H 5.280 1.423 6.933
H 3.389 -0.558 2.219
H 4.300 0.971 2.606
H 2.528 0.974 2.495
H 1.791 -2.014 4.052
H 2.162 -2.024 5.825
H 3.393 -2.431 4.617
H 1.708 1.092 6.430
H 2.618 2.273 5.502
H 1.196 1.542 4.735
C -4.250 4.494 -0.961
C -3.801 4.374 0.351
C -2.622 3.697 0.624
C -1.892 3.127 -0.413
C -2.353 3.227 -1.726
C -3.529 3.922 -1.998
C -1.611 2.584 -2.840
O -2.013 2.673 -3.986
C -0.379 1.821 -2.527
C 0.296 1.163 -3.550
C 1.455 0.456 -3.271
C 1.950 0.410 -1.971
C 1.279 1.059 -0.946
C 0.108 1.758 -1.219
C -0.622 2.419 -0.109
O -0.197 2.380 1.027
H -5.166 5.031 -1.174
H -4.371 4.811 1.161
H -2.271 3.609 1.644
H -3.881 4.013 -3.017
H -0.086 1.199 -4.562
H 1.976 -0.060 -4.068
H 2.859 -0.137 -1.756
H 1.664 1.017 0.065
C -2.254 -6.359 -3.335
C -3.508 -6.831 -3.711
C -4.531 -5.939 -3.996
C -4.306 -4.569 -3.896
C -3.054 -4.097 -3.498
C -2.026 -4.996 -3.228
C -2.809 -2.641 -3.340
O -1.718 -2.230 -2.999
C -3.927 -1.701 -3.601
C -3.731 -0.338 -3.404
C -4.763 0.554 -3.656
C -5.991 0.087 -4.115
C -6.194 -1.271 -4.308
C -5.165 -2.171 -4.043
C -5.403 -3.624 -4.220
O -6.477 -4.035 -4.619
H -1.454 -7.057 -3.121
H -3.687 -7.896 -3.782
H -5.503 -6.307 -4.292
H -1.052 -4.630 -2.931
H -2.776 0.027 -3.051
H -4.608 1.613 -3.497
H -6.794 0.785 -4.317
H -7.150 -1.632 -4.659

Lowest unoccupied orbital energy: 0.1588 eV
Kohn-Sham gap: 3.89 eV
Charge: -1
HOMO energy: -3.7 eV

Here are the Mulliken charges for atoms 1 to 4, given in e: -1.032 -0.388 0.076 -0.397

=====

Entry 3:
C17H21N5O2S | the ωB97M-V functional and the def2-TZVPD basis

Cartesian coordinates (Å):
C 3.584 -1.952 5.163
C 3.525 -0.746 4.271
C 4.646 0.021 4.034
C 4.604 1.159 3.231
C 3.412 1.500 2.632
C 2.253 0.739 2.819
C 0.994 1.081 2.104
O -0.116 0.722 2.489
N 1.134 1.820 0.966
C 0.009 2.191 0.105
C -1.004 3.076 0.829
C -0.648 0.976 -0.491
C -0.777 0.778 -1.795
C -1.460 -0.438 -2.314
O -1.882 -1.332 -1.598
N -1.580 -0.495 -3.668
C -2.270 -1.600 -4.317
C -1.787 -1.742 -5.750
C -3.768 -1.410 -4.249
N -4.490 -1.134 -5.288
N -5.816 -0.984 -4.996
C -6.051 -1.158 -3.736
S -4.673 -1.514 -2.784
C 2.292 -0.377 3.682
N 1.175 -1.102 3.974
H 2.900 -1.852 6.011
H 3.310 -2.866 4.627
H 4.588 -2.091 5.557
H 5.579 -0.268 4.504
H 5.487 1.765 3.087
H 3.364 2.399 2.030
H 2.050 1.860 0.556
H 0.451 2.773 -0.707
H -1.747 3.436 0.117
H -1.507 2.522 1.617
H -0.497 3.935 1.270
H -1.043 0.239 0.199
H -0.394 1.497 -2.514
H -1.348 0.312 -4.223
H -2.018 -2.493 -3.743
H -2.288 -2.574 -6.239
H -2.012 -0.845 -6.326
H -0.711 -1.917 -5.755
H -7.043 -1.078 -3.318
H 0.305 -0.826 3.547
H 1.264 -2.009 4.388

Lowest unoccupied orbital energy: 0.5827 eV
Kohn-Sham gap: 8.52 eV
SMILES: Cc1cccc(C(=O)N[C@H](C)/C=C/C(=O)N[C@H](C)c2nncs2)c1N
Energy above the lowest of the compared OMol25 structures with the same formula, charge and spin: 28.0 kcal per mole
HOMO energy: -7.9 eV

Here are the Mulliken charges for atoms 1 to 4, given in e: -1.660 0.905 -0.602 -0.989

=====

Entry 4:
C16H32FIN2O9PS3 | the ωB97M-V functional and the def2-TZVPD basis

Cartesian coordinates (Å):
N 2.571 4.337 1.146
P 1.296 3.615 0.159
O 1.864 3.423 -1.452
N 0.954 1.949 0.689
C 2.114 1.347 1.379
C 2.326 -0.182 1.026
F 3.719 -0.507 1.166
C -0.257 2.086 1.554
I -0.757 0.349 2.733
C -1.512 2.345 0.591
O -1.922 3.489 0.339
O -2.141 1.319 0.097
H 3.459 4.098 0.671
H 2.625 3.931 2.085
H 2.264 4.290 -1.649
H 2.098 1.478 2.499
H 3.078 1.832 1.045
H 2.021 -0.417 -0.021
H 1.774 -0.853 1.734
H -0.178 3.000 2.197
C -0.072 -3.949 5.664
C 1.319 -3.560 6.177
C 1.298 -2.055 6.461
S -0.399 -1.644 6.865
O -0.916 -0.777 5.840
O -0.490 -1.315 8.268
C -1.064 -3.283 6.610
H -0.206 -5.031 5.639
H -0.210 -3.567 4.648
H 1.532 -4.106 7.100
H 2.099 -3.813 5.458
H 1.941 -1.794 7.300
H 1.583 -1.477 5.581
H -2.070 -3.214 6.200
H -1.086 -3.788 7.577
C 3.538 -2.718 -4.526
C 2.797 -1.535 -5.160
C 1.709 -1.094 -4.177
S 2.302 -1.532 -2.544
O 1.440 -2.550 -1.998
O 2.626 -0.329 -1.821
C 3.819 -2.305 -3.086
H 4.458 -2.954 -5.062
H 2.899 -3.605 -4.544
H 3.499 -0.713 -5.326
H 2.369 -1.799 -6.129
H 1.536 -0.020 -4.221
H 0.774 -1.628 -4.350
H 4.059 -3.145 -2.437
H 4.610 -1.556 -3.039
C -5.198 1.560 -2.531
C -3.854 2.257 -2.746
C -3.498 2.117 -4.230
S -5.054 1.994 -5.111
O -5.147 0.679 -5.705
O -5.266 3.199 -5.882
C -6.100 2.038 -3.664
H -5.623 1.795 -1.555
H -5.066 0.476 -2.590
H -3.947 3.315 -2.488
H -3.073 1.833 -2.110
H -2.946 2.982 -4.596
H -2.931 1.206 -4.422
H -6.972 1.404 -3.819
H -6.411 3.073 -3.510

Lowest unoccupied orbital energy: 2.0914 eV
Kohn-Sham gap: 6.31 eV
Charge: -1
HOMO energy: -4.2 eV

Here are the Mulliken charges for atoms 1 to 4, given in e: -0.744 0.205 -0.409 0.126

=====

The evaluated DFT total energy for the records listed, in turn: -5324.0080 -3930.5758 -1482.8841 -3349.0142 hartree.